This record from OMol25 describes a 10-piece molecular cluster, C31H72BO17 overall in a non-equilibrium geometry. The level of theory is ωB97M-V with the def2-TZVPD basis set.

Geometry as ORCA input:
```
! RIJCOSX wB97M-V def2-TZVPD def2/J DEFGRID3
* xyz -1 1
O -26.167 8.550 6.800
C -26.406 8.387 5.600
O -25.740 8.701 4.583
B -26.369 8.129 3.364
O -27.769 7.964 3.794
C -27.813 8.038 5.097
O -28.731 7.731 5.850
O -25.827 6.884 2.762
C -25.192 7.138 1.658
O -24.519 6.367 1.001
C -25.515 8.590 1.228
O -26.303 9.095 2.204
O -25.076 9.201 0.274
C -22.001 6.175 4.295
C -23.497 6.022 4.572
O -23.785 4.986 5.560
C -23.727 5.337 6.960
C -24.522 4.194 7.674
H -21.392 6.638 5.071
H -21.503 5.215 4.157
H -21.929 6.713 3.350
H -24.150 6.875 4.757
H -23.866 5.630 3.625
H -22.694 5.424 7.297
H -24.205 6.302 7.130
H -24.058 3.810 8.582
H -24.488 3.308 7.040
H -25.581 4.421 7.795
C -22.333 12.191 11.335
C -23.375 11.858 10.233
O -22.728 11.154 9.143
C -23.566 10.703 8.140
C -22.720 10.195 6.950
H -21.738 11.297 11.526
H -21.545 12.780 10.865
H -22.768 12.575 12.257
H -24.137 11.214 10.672
H -23.910 12.717 9.830
H -24.075 9.765 8.365
H -24.338 11.408 7.831
H -23.330 9.586 6.282
H -21.887 9.627 7.363
H -22.222 11.016 6.433
C -23.573 11.589 2.856
C -23.365 12.923 3.607
O -24.366 13.085 4.533
C -23.923 13.944 5.562
C -25.160 14.145 6.526
H -23.697 11.724 1.781
H -22.767 10.888 3.072
H -24.430 11.120 3.339
H -22.373 12.940 4.057
H -23.483 13.671 2.823
H -23.121 13.463 6.122
H -23.698 14.940 5.180
H -26.017 14.613 6.041
H -25.014 14.850 7.344
H -25.499 13.171 6.878
C -23.242 10.850 -2.312
C -24.566 11.522 -2.476
C -24.792 12.332 -3.778
O -25.614 10.598 -2.275
H -22.557 11.328 -1.612
H -22.724 10.714 -3.261
H -23.359 9.813 -1.997
H -24.594 12.285 -1.698
H -24.281 13.292 -3.856
H -25.854 12.580 -3.803
H -24.665 11.751 -4.691
H -25.473 10.195 -1.415
C -21.596 3.720 -1.334
C -21.296 4.277 0.080
C -22.306 3.695 1.120
O -20.062 3.868 0.546
H -22.490 4.231 -1.691
H -21.583 2.630 -1.352
H -20.770 4.041 -1.969
H -21.229 5.361 -0.011
H -22.395 2.613 1.025
H -23.327 4.057 1.003
H -22.043 3.849 2.167
H -19.484 4.265 -0.109
C -27.267 7.034 -1.597
C -26.207 6.681 -2.623
C -25.752 5.170 -2.634
O -26.952 6.829 -3.830
H -28.185 6.486 -1.806
H -27.589 8.075 -1.622
H -26.977 6.836 -0.565
H -25.341 7.332 -2.505
H -24.908 5.010 -1.963
H -25.401 4.851 -3.615
H -26.639 4.593 -2.373
H -27.662 6.187 -3.905
C -28.523 8.547 9.445
C -29.186 7.219 9.684
O -30.223 7.172 8.753
H -29.208 9.395 9.456
H -28.215 8.551 8.399
H -27.716 8.792 10.136
H -29.552 7.092 10.703
H -28.456 6.425 9.523
H -29.808 7.184 7.887
C -28.290 11.949 1.683
C -27.812 12.474 3.003
O -26.730 13.442 2.714
H -27.513 11.369 1.187
H -28.570 12.683 0.928
H -29.222 11.432 1.912
H -27.479 11.671 3.659
H -28.630 13.048 3.440
H -26.081 13.357 3.416
C -28.733 4.987 3.057
C -28.857 5.725 1.666
O -29.314 7.069 1.902
H -28.705 3.900 2.988
H -29.612 5.250 3.646
H -27.841 5.304 3.596
H -29.449 5.106 0.993
H -27.877 5.941 1.240
H -28.708 7.364 2.586
*
```

Maximum force ... 5.62 eV/A
LUMO ... 2.4 eV
Energy relative to the best compared isomer or geometry (same formula, charge and spin) ... 52.9 kcal/mol

Löwdin atomic charge list, values in e, 5 entries:
1 O 0.12
2 C -0.41
3 O 0.25
4 B -0.81
5 O 0.19

***

This record from OMol25 describes a 9-piece molecular cluster, C31H73F8N2O23P5 overall in a non-equilibrium geometry. The level of theory is ωB97M-V with the def2-TZVPD basis set.

Geometry as ORCA input:
```
! RIJCOSX wB97M-V def2-TZVPD def2/J DEFGRID3
* xyz 0 1
C 3.403 -9.570 -0.643
C 2.243 -8.800 -1.377
C 2.187 -7.314 -1.123
C 0.930 -6.754 -1.779
N 1.003 -5.241 -2.041
C 1.152 -4.368 -0.842
C 0.527 -2.976 -1.216
C -0.539 -3.358 -2.224
C -0.435 -4.841 -2.574
C 2.054 -4.814 -3.087
H 3.433 -9.245 0.397
H 4.375 -9.265 -1.032
H 3.341 -10.645 -0.809
H 1.270 -9.193 -1.083
H 2.286 -9.046 -2.438
H 3.046 -6.779 -1.529
H 2.146 -7.138 -0.048
H 0.085 -7.030 -1.148
H 0.836 -7.198 -2.770
H 2.129 -4.251 -0.375
H 0.621 -4.872 -0.035
H 1.306 -2.260 -1.477
H 0.138 -2.386 -0.385
H -0.648 -2.668 -3.060
H -1.496 -3.239 -1.716
H -0.489 -5.018 -3.649
H -1.202 -5.478 -2.133
H 2.039 -3.762 -3.370
H 2.088 -5.556 -3.885
H 3.021 -5.003 -2.620
P -0.507 0.992 -0.361
F -0.355 0.044 0.989
F -1.654 1.855 0.389
F 0.553 2.078 0.234
F -0.761 1.855 -1.681
F 0.559 0.160 -1.242
F -1.625 -0.148 -0.946
C 3.716 -0.497 1.299
C 3.034 -1.803 1.692
C 4.058 -2.834 2.214
O 5.284 -2.331 2.697
C 6.024 -3.292 3.455
N 1.867 -1.356 2.564
H 4.540 -0.606 0.594
H 4.261 0.005 2.099
H 2.931 0.153 0.912
H 2.556 -2.135 0.770
H 4.286 -3.573 1.447
H 3.524 -3.399 2.978
H 6.131 -4.286 3.019
H 5.732 -3.255 4.504
H 7.028 -2.888 3.588
H 1.261 -2.164 2.568
H 1.444 -0.616 2.023
C 2.289 3.100 -2.603
O 3.273 3.826 -3.303
P 4.448 2.998 -4.044
O 3.945 2.063 -5.089
O 5.237 2.275 -2.838
C 5.735 3.016 -1.793
O 5.592 4.094 -4.449
C 6.642 3.752 -5.285
H 1.297 3.378 -2.958
H 2.320 3.338 -1.540
H 2.250 2.023 -2.768
H 6.786 3.269 -1.928
H 5.569 2.386 -0.919
H 5.187 3.920 -1.527
H 7.311 4.607 -5.377
H 6.178 3.412 -6.211
H 7.189 2.908 -4.864
C -8.370 6.063 -0.513
O -7.273 6.012 -1.369
P -6.271 4.673 -1.311
O -5.098 4.694 -2.227
O -5.831 4.658 0.233
C -4.780 3.787 0.729
O -7.314 3.437 -1.529
C -7.752 3.238 -2.826
H -9.285 5.759 -1.022
H -8.440 7.100 -0.186
H -8.228 5.535 0.430
H -4.088 3.386 -0.012
H -5.303 2.996 1.266
H -4.157 4.372 1.405
H -8.797 3.519 -2.952
H -7.679 2.155 -2.928
H -7.159 3.671 -3.632
C 2.475 4.332 6.360
O 1.892 4.221 5.064
P 0.665 5.146 4.648
O -0.267 5.428 5.784
O 1.395 6.479 3.967
C 1.890 7.464 4.819
O -0.031 4.403 3.413
C -0.341 3.038 3.422
H 3.460 4.799 6.374
H 2.479 3.361 6.855
H 1.853 5.024 6.928
H 1.849 7.241 5.885
H 1.310 8.356 4.582
H 2.915 7.697 4.530
H -1.120 2.793 2.700
H -0.600 2.713 4.430
H 0.451 2.456 2.951
C -3.056 -2.443 1.330
O -2.479 -3.272 2.372
P -1.192 -4.250 2.169
O 0.075 -3.503 2.016
O -1.191 -5.217 3.475
C -0.791 -4.725 4.790
O -1.588 -5.376 1.022
C -2.947 -5.703 0.775
H -2.622 -1.445 1.278
H -4.097 -2.326 1.629
H -3.027 -2.767 0.290
H -0.373 -3.720 4.733
H -0.060 -5.366 5.283
H -1.710 -4.755 5.375
H -3.160 -5.499 -0.275
H -3.529 -5.054 1.430
H -3.192 -6.762 0.855
C -4.156 1.252 -2.491
C -4.455 0.615 -1.131
O -4.327 -0.770 -1.299
C -4.137 -1.009 -2.563
O -4.103 -2.200 -2.983
O -4.010 0.119 -3.317
F -5.642 0.926 -0.746
H -3.211 1.789 -2.574
H -4.992 1.922 -2.694
H -3.710 0.931 -0.400
C -2.248 5.863 -1.436
C -0.888 5.188 -1.516
O 0.005 6.073 -0.879
C -0.559 7.305 -0.773
O 0.056 8.291 -0.317
O -1.879 7.205 -1.170
F -0.525 4.980 -2.737
H -3.002 5.556 -0.711
H -2.806 5.636 -2.345
H -0.905 4.245 -0.969
*
```

Maximum force ... 5.72 eV/A
LUMO ... -0.3 eV

Löwdin atomic charge list, values in e, 5 entries:
1 C -0.08
2 C -0.25
3 C -0.20
4 C -0.12
5 N -0.22

***

This record from OMol25 describes C31H76N5NaO13 as an isolated structure in a non-equilibrium geometry. The level of theory is ωB97M-V with the def2-TZVPD basis set.

Geometry as ORCA input:
```
! RIJCOSX wB97M-V def2-TZVPD def2/J DEFGRID3
* xyz 0 1
Na -1.972 3.618 1.022
O -0.734 -0.402 0.897
C -1.078 0.814 0.636
O -2.119 1.084 1.213
O -0.373 1.674 0.033
H -1.636 -0.438 1.223
C -7.852 -6.238 2.249
O -6.826 -5.349 2.759
C -5.733 -6.011 3.345
C -4.870 -4.946 3.915
N -3.771 -5.579 4.697
C -2.984 -4.582 5.461
C -2.481 -3.401 4.706
O -3.285 -2.316 4.464
C -2.767 -1.489 3.361
H -7.419 -6.974 1.572
H -8.588 -5.600 1.760
H -8.318 -6.760 3.085
H -5.171 -6.634 2.649
H -6.131 -6.667 4.120
H -5.366 -4.338 4.671
H -4.421 -4.302 3.159
H -3.217 -6.253 4.188
H -2.219 -5.256 5.848
H -3.648 -4.202 6.238
H -2.115 -3.790 3.756
H -1.540 -3.054 5.133
H -3.414 -0.612 3.319
H -2.736 -2.033 2.417
H -1.824 -1.023 3.645
C -1.816 2.402 -4.831
O -2.182 1.003 -4.671
C -3.069 0.759 -3.567
C -3.441 -0.738 -3.543
N -4.434 -0.999 -2.477
C -3.797 -0.993 -1.130
C -4.909 -1.311 -0.127
O -5.574 -2.530 -0.422
C -6.222 -3.127 0.707
H -1.123 2.662 -4.031
H -2.615 3.125 -4.665
H -1.252 2.517 -5.757
H -4.001 1.307 -3.698
H -2.655 1.155 -2.640
H -2.474 -1.226 -3.418
H -3.826 -1.034 -4.519
H -4.985 -1.841 -2.572
H -3.493 -0.032 -0.715
H -3.027 -1.746 -0.965
H -5.508 -0.410 0.002
H -4.371 -1.386 0.819
H -6.826 -2.404 1.254
H -5.373 -3.347 1.354
H -6.808 -3.975 0.353
C 12.140 2.904 0.540
O 10.964 2.389 -0.051
C 9.888 2.272 0.912
C 8.528 1.906 0.230
N 7.428 1.961 1.192
C 6.071 1.584 0.602
C 5.002 1.408 1.611
O 3.917 0.664 1.016
C 2.886 0.340 1.869
H 11.997 3.898 0.963
H 12.936 2.962 -0.202
H 12.465 2.168 1.275
H 9.712 3.239 1.384
H 10.094 1.525 1.679
H 8.540 0.920 -0.235
H 8.273 2.541 -0.618
H 7.429 2.910 1.538
H 6.171 0.636 0.072
H 5.892 2.409 -0.087
H 4.725 2.359 2.065
H 5.432 0.752 2.368
H 2.145 -0.336 1.443
H 2.417 1.226 2.298
H 3.305 -0.083 2.782
C 2.331 8.036 2.592
O 2.185 6.890 1.748
C 1.525 5.809 2.494
C 1.584 4.516 1.642
N 0.480 4.457 0.694
C 0.603 5.341 -0.492
C -0.422 4.909 -1.515
O -1.709 4.912 -0.906
C -2.719 4.569 -1.869
H 1.436 8.219 3.187
H 2.448 8.923 1.969
H 3.115 7.953 3.345
H 0.470 5.995 2.694
H 2.011 5.686 3.462
H 1.470 3.651 2.296
H 2.504 4.365 1.078
H 0.324 3.473 0.529
H 1.619 5.233 -0.872
H 0.433 6.366 -0.164
H -0.188 3.895 -1.837
H -0.363 5.621 -2.338
H -2.706 3.480 -1.925
H -2.608 5.006 -2.861
H -3.656 4.793 -1.359
C 3.638 -2.224 -1.021
O 2.717 -1.916 -2.043
C 1.673 -1.018 -1.535
C 0.804 -0.715 -2.783
N 0.082 -1.915 -3.221
C -0.319 -1.896 -4.700
C -0.939 -3.241 -5.126
O 0.090 -4.254 -4.999
C -0.325 -5.522 -5.498
H 4.394 -2.900 -1.418
H 3.086 -2.821 -0.295
H 4.176 -1.374 -0.601
H 2.074 -0.113 -1.078
H 1.071 -1.441 -0.731
H 1.463 -0.490 -3.622
H 0.149 0.151 -2.686
H 0.815 -2.609 -3.240
H 0.613 -1.801 -5.258
H -1.048 -1.144 -5.000
H -1.245 -3.059 -6.156
H -1.812 -3.479 -4.519
H -1.088 -5.970 -4.860
H 0.499 -6.227 -5.609
H -0.705 -5.447 -6.516
*
```

Maximum force ... 6.09 eV/A
LUMO ... -0.5 eV
Energy relative to the best compared isomer or geometry (same formula, charge and spin) ... 105.7 kcal/mol

Löwdin atomic charge list, values in e, 5 entries:
1 Na 0.61
2 O 0.13
3 C -0.88
4 O -0.03
5 O -0.04